1.
This record from the Open Molecules 2025 dataset describes 2 unconnected molecules or ions with the total composition C7H14N2O3 at a distorted geometry. The level of theory is ωB97M-V with the def2-TZVPD basis set.

Geometry (Å):
C (-0.6539, 0.8198, 1.5371)
C (-1.7905, -0.0465, 0.9347)
C (-1.3028, -0.9194, -0.2632)
C (-1.5593, -2.4326, -0.4038)
C (-0.2456, -1.8955, -0.0920)
C (0.9964, -2.2036, -0.1329)
C (-0.2669, 1.9963, 0.6058)
H (2.6925, -0.0966, -4.3733)
H (2.0963, 1.0092, -2.1745)
H (3.3469, 1.8626, -2.8362)
H (-0.4474, 0.5009, 3.6139)
H (-1.7569, 1.5401, 3.1149)
H (0.2838, 0.1935, 1.5172)
H (-2.0608, -0.7750, 1.6277)
H (-2.6611, 0.5705, 0.6542)
H (-1.1634, -0.3437, -1.1577)
H (-2.1135, -2.9709, 0.3422)
H (-1.7298, -2.7960, -1.3939)
H (1.4473, -3.1479, -0.1974)
H (1.6977, -1.3438, -0.2505)
H (0.2739, 2.8819, 2.2950)
N (2.5646, 1.1963, -3.0687)
N (-0.7980, 1.3081, 2.9533)
O (3.2577, -0.0259, -3.5411)
O (0.3034, 3.0063, 1.2701)
O (-0.4107, 2.1119, -0.5813)

Atoms 1-2, force components in eV/Å:
C 0.871 -0.483 -0.387
C 0.990 0.360 -1.485

## Properties
* maximum force: 3.78 eV/Å
* SMILES: C=C1C[C@H]1C[C@H](N)C(=O)O.NO
* HOMO level: -9.8 eV
* multiplicity: 1
* LUMO level: 0.535 eV
* molecular weight: 174.2 g mol⁻¹
* relative energy (zero: lowest compared OMol25 entry of this formula, charge and spin): 508.1 kJ/mol
* frontier orbital gap: 10.31 eV
* calculated total energy: -16604.7145 eV

Löwdin population analysis, charges in e, atoms 1 to 2:
1 C -0.27
2 C -0.09

***

2.
This record from the Open Molecules 2025 dataset describes 2 unconnected molecules or ions with the total composition C7H14N2S at a distorted geometry. The level of theory is ωB97M-V with the def2-TZVPD basis set.

Geometry (Å):
C (-0.5991, 2.8934, 0.4917)
C (-0.6181, 2.0258, -0.7365)
C (-1.6885, 1.7483, -1.5261)
C (0.1659, 0.9450, -2.4508)
N (0.5280, 1.4952, -1.3001)
N (-1.1730, 1.1097, -2.6180)
H (0.3403, 3.3675, 0.6985)
H (-0.8505, 2.3753, 1.4255)
H (-2.7344, 2.0159, -1.5849)
H (0.8638, 0.4234, -3.0808)
H (-1.7228, 0.5984, -3.2870)
H (-1.4253, 3.6151, 0.3969)
C (1.3551, -1.1786, 0.4370)
C (0.7424, -2.3311, -0.3418)
C (0.2269, -1.9988, 2.9190)
S (0.1802, -0.5988, 1.7723)
H (2.2247, -1.5577, 1.0099)
H (1.7083, -0.2921, -0.0844)
H (1.3598, -2.6203, -1.2067)
H (-0.1762, -2.0313, -0.8847)
H (1.2685, -2.2395, 3.1462)
H (-0.2550, -1.7549, 3.8598)
H (-0.2804, -2.9006, 2.5653)
H (0.5594, -3.1091, 0.3797)

Atoms 1-2, force components in eV/Å:
C -1.344 -0.432 0.367
C 0.615 0.355 0.553

## Properties
* maximum force: 1.96 eV/Å
* SMILES: Cc1c[nH]cn1.CCSC
* HOMO level: -8.2 eV
* multiplicity: 1
* LUMO level: 0.900 eV
* molecular weight: 158.3 g mol⁻¹
* relative energy (zero: lowest compared OMol25 entry of this formula, charge and spin): 72.0 kJ/mol
* frontier orbital gap: 9.09 eV
* calculated total energy: -21301.1761 eV

Löwdin population analysis, charges in e, atoms 1 to 2:
1 C -0.05
2 C -0.36

***

3.
This record from the Open Molecules 2025 dataset describes a gas-phase ion, C7H14N3 (charge +1) at a distorted geometry. The level of theory is ωB97M-V with the def2-TZVPD basis set.

Geometry (Å):
C (-2.0739, -1.1033, -0.0134)
C (-2.1938, 0.1263, -0.8517)
C (-1.1133, -1.3852, 0.8723)
C (-2.4007, 1.2975, -0.3144)
C (0.0663, -0.5357, 1.2126)
C (1.7382, 2.0159, 0.2544)
C (1.8351, -2.1626, -0.5540)
N (0.7258, 1.2112, -0.4191)
N (1.6299, -0.8812, -0.7252)
N (0.8278, -0.0844, 0.0599)
H (-2.9611, -1.8506, -0.2204)
H (-2.1822, 0.1841, -1.9579)
H (-1.0871, -2.1884, 1.4549)
H (-2.4415, 2.0804, -0.9903)
H (-0.1582, 0.3631, 1.5955)
H (0.6834, -0.9651, 1.8689)
H (1.3254, 2.1925, 1.1915)
H (2.7808, 1.6078, 0.3709)
H (1.7746, 2.9862, -0.4150)
H (-2.5080, 1.3447, 0.6922)
H (2.3290, -2.6075, -1.3071)
H (1.5859, -2.7710, 0.2861)
H (-0.1521, 1.6804, -0.4200)
H (1.9696, -0.5550, -1.6706)

Atoms 1-2, force components in eV/Å:
C -1.674 -1.477 -1.148
C 0.469 -0.967 -0.766

## Properties
* maximum force: 4.39 eV/Å
* SMILES: C=C/C=C\CN(NC)[NH+]=C
* HOMO level (alpha / beta): -13.1 / -13.1 eV
* multiplicity: 1
* LUMO level (alpha / beta): -4.314 / -4.314 eV
* charge: +1
* molecular weight: 140.2 g mol⁻¹
* relative energy (zero: lowest compared OMol25 entry of this formula, charge and spin): 681.2 kJ/mol
* frontier orbital gap (alpha / beta): 8.78 / 8.78 eV
* calculated total energy: -11943.8596 eV

Löwdin population analysis, charges in e, atoms 1 to 2:
1 C -0.06
2 C -0.17

***

4.
This record from the Open Molecules 2025 dataset describes C7H14N3O3P in the gas phase at a distorted geometry. The level of theory is ωB97M-V with the def2-TZVPD basis set.

Geometry (Å):
C (-1.4654, -0.2599, 1.4389)
C (0.1012, -1.4743, -2.7440)
C (0.2261, -0.1002, -3.2603)
C (-0.2679, 3.0663, -1.0068)
C (0.8696, 2.9581, -0.1128)
C (1.5586, -1.6324, 2.3419)
C (0.2762, -2.0441, 1.6566)
N (-0.1534, -0.2446, -1.9855)
N (0.6377, 1.9098, -1.0410)
N (-2.6123, 0.1787, 1.8534)
O (-0.8299, 0.2981, 0.4128)
O (-3.2009, -0.5173, 2.9610)
O (-0.9044, -1.3418, 2.0712)
P (0.6598, 0.2838, -0.6169)
H (-0.7191, -2.0525, -3.0429)
H (0.9462, -2.0711, -2.7602)
H (1.1697, 0.3828, -3.4875)
H (-0.5261, 0.2799, -4.0747)
H (-1.3737, 3.0166, -0.6775)
H (-0.3572, 3.6789, -1.9648)
H (1.7025, 3.6572, -0.2648)
H (0.7007, 2.7218, 0.9707)
H (1.8739, -0.5829, 2.2176)
H (1.3694, -1.8080, 3.4454)
H (2.2257, -2.2589, 1.9448)
H (0.2451, -3.1057, 2.0008)
H (0.3798, -1.7610, 0.4900)
H (-2.5319, -1.1773, 3.2345)

Atoms 1-2, force components in eV/Å:
C -0.345 -0.699 0.679
C -0.394 1.355 -0.561

## Properties
* maximum force: 6.06 eV/Å
* SMILES: CCO/C(=N\O)OP(N1CC1)N1CC1
* HOMO level: -8.2 eV
* multiplicity: 1
* LUMO level: 0.764 eV
* molecular weight: 219.2 g mol⁻¹
* relative energy (zero: lowest compared OMol25 entry of this formula, charge and spin): 0.0 kJ/mol
* frontier orbital gap: 9.00 eV
* calculated total energy: -27381.7725 eV

Löwdin population analysis, charges in e, atoms 1 to 2:
1 C -0.49
2 C -0.12

***

5.
This record from the Open Molecules 2025 dataset describes a gas-phase ion, C7H14N3O6 (charge -1). The level of theory is ωB97M-V with the def2-TZVPD basis set.

Geometry (Å):
C (4.2649, -1.1332, -0.0778)
C (3.4501, 0.1444, -0.2062)
O (2.9459, 0.2898, -1.5284)
C (2.2663, 0.1171, 0.7826)
N (1.1472, 0.9521, 0.3971)
C (-0.1912, 0.3645, 0.4801)
C (-0.8316, 0.3757, -0.9075)
O (-2.0407, -0.3538, -1.0330)
C (-3.0949, -0.0185, -0.1598)
N (-3.0958, -0.8068, 1.0456)
O (-4.2913, -0.3286, -0.9283)
N (-4.7432, -1.6045, -0.7087)
O (-5.8830, -1.6964, -0.9959)
C (-3.2094, 1.5295, 0.1697)
O (-3.3613, 1.7966, 1.3771)
O (-3.1040, 2.2693, -0.8085)
H (3.6718, -1.9791, -0.4282)
H (4.5342, -1.3092, 0.9675)
H (5.1881, -1.0801, -0.6592)
H (4.0771, 1.0160, 0.0252)
H (3.6954, 0.3820, -2.1226)
H (1.9464, -0.9209, 0.8971)
H (2.6819, 0.4861, 1.7299)
H (1.1644, 1.8275, 0.8942)
H (-0.1479, -0.6687, 0.8424)
H (-0.8129, 0.9379, 1.1720)
H (-0.9514, 1.4037, -1.2523)
H (-0.1264, -0.1048, -1.5906)
H (-2.6230, -0.2589, 1.7559)
H (-2.5257, -1.6287, 0.8708)

Atoms 1-2, force components in eV/Å:
C 0.112 0.122 0.178
C -0.187 0.046 -0.225

## Properties
* maximum force: 0.73 eV/Å
* SMILES: C[C@@H](O)CNCCO[C@](N)(ON=O)C(=O)[O-]
* HOMO level: -4.7 eV
* multiplicity: 1
* LUMO level: 2.627 eV
* charge: -1
* molecular weight: 236.2 g mol⁻¹
* frontier orbital gap: 7.36 eV
* calculated total energy: -24239.8315 eV

Löwdin population analysis, charges in e, atoms 1 to 2:
1 C -0.07
2 C -0.44

***

6.
This record from the Open Molecules 2025 dataset describes C7H14N4 in the gas phase at a distorted geometry. The level of theory is ωB97M-V with the def2-TZVPD basis set.

Geometry (Å):
C (-1.8647, -0.5616, 1.9877)
C (-2.1785, -0.3993, 0.5113)
C (-1.2007, 0.5204, -0.3481)
C (-1.3918, 0.0599, -1.8671)
C (-1.4906, 1.9752, -0.2527)
C (0.8941, -0.7182, -0.1777)
C (2.8031, 0.4327, 0.2352)
H (-2.6053, -1.1863, 2.4674)
H (-0.9357, -1.1705, 2.1649)
H (-1.9079, 0.3715, 2.5217)
H (-2.3177, -1.4245, 0.1003)
H (-3.1959, 0.0581, 0.4173)
H (-2.1514, 0.7400, -2.2355)
H (-0.4410, 0.3138, -2.4296)
H (-1.6243, -0.9545, -2.2354)
H (-2.4782, 2.2436, -0.7081)
H (-0.7160, 2.5010, -0.8788)
H (-1.4629, 2.3269, 0.8164)
H (0.9915, -2.7348, -0.4575)
H (-0.5226, -2.1752, -0.4402)
H (2.8555, -1.4689, -0.1479)
N (0.2541, 0.3587, 0.1898)
N (0.4433, -1.9213, -0.6276)
N (2.2759, -0.7047, -0.0878)
N (3.1820, 1.5108, 0.5991)

Atoms 1-2, force components in eV/Å:
C 0.599 -1.114 0.069
C -0.750 0.619 -0.323

## Properties
* maximum force: 7.92 eV/Å
* SMILES: CCC(C)(C)/N=C(\N)NC#N
* HOMO level: -9.0 eV
* multiplicity: 1
* LUMO level: 0.394 eV
* molecular weight: 154.2 g mol⁻¹
* relative energy (zero: lowest compared OMol25 entry of this formula, charge and spin): 97.6 kJ/mol
* frontier orbital gap: 9.42 eV
* calculated total energy: -13444.9360 eV

Löwdin population analysis, charges in e, atoms 1 to 2:
1 C -0.12
2 C -0.22

***

7.
This record from the Open Molecules 2025 dataset describes C7H14N4S2 in the gas phase at a distorted geometry. The level of theory is ωB97M-V with the def2-TZVPD basis set.

Geometry (Å):
C (-0.3898, 2.5536, -0.0239)
C (0.9473, 2.9524, 0.4704)
C (-0.8482, 1.2311, -0.2507)
C (1.1789, -1.7550, 0.6969)
C (-1.1786, -1.4060, -1.9488)
C (0.9254, -0.3526, 0.1722)
C (-1.3742, -1.0763, -0.4491)
N (-0.0472, 2.7731, 2.7418)
N (0.9448, 3.2191, 1.9474)
N (-0.7244, 1.7952, 2.3904)
N (-0.4113, -0.0221, -0.0003)
S (-1.8102, 0.9011, 3.0827)
S (-1.5059, 3.7412, -0.3983)
H (1.6865, 2.0625, 0.1625)
H (1.3054, 3.8643, 0.0166)
H (-1.9302, 1.1793, -0.5148)
H (0.5121, -2.0614, 1.5105)
H (0.9056, -2.5615, 0.0003)
H (2.2166, -1.7649, 1.0099)
H (-1.8302, -0.9128, -2.6808)
H (-0.1187, -1.3390, -2.1852)
H (-1.4646, -2.5122, -2.0888)
H (1.3719, 0.4367, 0.8138)
H (1.5434, -0.2424, -0.8153)
H (-2.3985, -0.6255, -0.2572)
H (-1.2312, -1.8819, 0.1881)
H (1.0870, 4.2061, 1.9865)

Atoms 1-2, force components in eV/Å:
C -0.747 -1.293 -1.322
C 1.640 -3.000 0.063

## Properties
* expectation value of S²: 2.03
* maximum force: 3.42 eV/Å
* HOMO level (alpha / beta): -7.1 / -8.1 eV
* multiplicity: 3
* LUMO level (alpha / beta): 0.628 / -1.539 eV
* molecular weight: 218.4 g mol⁻¹
* frontier orbital gap (alpha / beta): 7.70 / 6.52 eV
* calculated total energy: -35111.5741 eV

Löwdin population analysis, charges in e, atoms 1 to 2:
1 C -0.80
2 C -0.24

***

8.
This record from the Open Molecules 2025 dataset describes a gas-phase ion, C7H14N5O (charge +1) at a distorted geometry. The level of theory is ωB97M-V with the def2-TZVPD basis set.

Geometry (Å):
C (-1.3422, 0.8535, 0.0636)
C (0.0117, 0.6256, -0.2226)
C (-1.0915, -1.3613, -0.5131)
C (1.9478, -0.9457, 0.5070)
C (-1.9148, 2.1491, 0.3548)
C (-3.4062, -0.5517, 0.3947)
C (3.9457, -0.2429, -0.7502)
N (0.9974, 1.4700, -0.1901)
N (2.2160, 1.3388, -0.2306)
N (-1.9954, -0.3031, -0.0676)
N (2.6530, -0.0684, -0.1583)
N (0.1869, -0.6841, -0.7073)
O (1.3079, -0.6653, 1.6418)
H (-1.0494, -2.0600, 0.3782)
H (-1.5849, -1.8003, -1.4547)
H (2.0994, -2.0592, 0.3919)
H (-1.5603, 2.9884, -0.3363)
H (-1.5584, 2.4422, 1.3662)
H (-3.0231, 2.0606, 0.2940)
H (-4.0690, -0.4089, -0.5614)
H (-3.5610, -1.6462, 0.7566)
H (-3.6118, 0.1083, 1.1903)
H (3.7578, -0.3085, -1.8187)
H (4.3438, 0.7080, -0.3745)
H (4.3667, -1.1675, -0.2913)
H (0.5458, -0.7583, -1.6836)
H (1.3882, 0.2866, 2.0211)

Atoms 1-2, force components in eV/Å:
C 1.047 -1.043 -1.223
C -0.464 -0.492 -0.783

## Properties
* maximum force: 3.69 eV/Å
* SMILES: CC1=C(/N=N\[N+](C)=C/O)NCN1C
* HOMO level: -11.5 eV
* multiplicity: 1
* LUMO level: -3.474 eV
* charge: +1
* molecular weight: 184.2 g mol⁻¹
* relative energy (zero: lowest compared OMol25 entry of this formula, charge and spin): 242.5 kJ/mol
* frontier orbital gap: 7.99 eV
* calculated total energy: -16973.6092 eV

Löwdin population analysis, charges in e, atoms 1 to 2:
1 C -0.20
2 C -0.34

***

9.
This record from the Open Molecules 2025 dataset describes 3 unconnected molecules or ions with the total composition C7H14NO at a distorted geometry. The level of theory is ωB97M-V with the def2-TZVPD basis set.

Geometry (Å):
C (2.0521, 0.6807, 0.9921)
C (1.0335, 0.2367, 0.4715)
C (3.1274, 1.4859, 1.4800)
C (-1.8762, -0.3104, 1.4456)
C (-2.3788, 0.1362, -0.9318)
C (0.8519, -2.1544, -1.0314)
C (-0.0801, -0.1398, -0.2422)
N (-1.4111, 0.3924, 0.1577)
O (-0.1658, -1.4253, -0.7056)
H (3.5596, 1.0092, 2.2526)
H (2.6306, 2.3261, 1.7268)
H (3.9852, 1.5278, 0.7663)
H (-2.2068, -1.3403, 1.4477)
H (-1.0660, 0.0262, 2.1427)
H (-2.8296, 0.3484, 1.7189)
H (-3.2800, 0.9140, -0.9570)
H (-2.0330, 0.4084, -1.9366)
H (-2.6985, -0.7944, -0.9194)
H (0.6403, -3.0145, -1.7484)
H (1.7276, -1.8838, -0.5595)
H (0.7324, 0.4895, -2.9747)
H (1.0521, -0.2818, -2.6887)
H (-1.3669, 1.3632, 0.0934)

Atoms 1-2, force components in eV/Å:
C -2.137 -1.048 -1.586
C 1.687 1.144 0.826

## Properties
* maximum force: 6.48 eV/Å
* HOMO level (alpha / beta): -11.7 / -11.4 eV
* multiplicity: 1
* LUMO level (alpha / beta): -3.332 / -4.271 eV
* charge: +1
* molecular weight: 128.2 g mol⁻¹
* relative energy (zero: lowest compared OMol25 entry of this formula, charge and spin): 849.0 kJ/mol
* frontier orbital gap (alpha / beta): 8.32 / 7.16 eV
* calculated total energy: -11009.0210 eV

Löwdin population analysis, charges in e, atoms 1 to 2:
1 C 0.01
2 C 0.00

***

10.
This record from the Open Molecules 2025 dataset describes 2 unconnected molecules or ions with the total composition C7H14NO3 at a distorted geometry. The level of theory is ωB97M-V with the def2-TZVPD basis set.

Geometry (Å):
C (-0.6751, 1.0975, 0.3535)
C (-1.2308, 2.4399, 1.0548)
C (-2.2560, -0.5144, -0.4675)
C (0.3565, -0.8692, 2.0232)
C (-1.1577, -0.8456, 1.6892)
O (-1.8279, -1.4510, 2.4935)
N (-1.6344, 0.0334, 0.7174)
H (-0.3398, 1.2523, -0.6595)
H (0.1982, 1.1296, 0.9838)
H (-0.9609, 2.3537, 2.1192)
H (-2.2930, 2.4709, 1.3216)
H (-1.7053, -0.5349, -1.4064)
H (0.4653, -1.3740, 2.9854)
H (-0.7396, 3.1322, 0.3801)
H (-2.5862, -1.5420, -0.3751)
H (-3.0719, 0.1236, -0.8351)
H (1.0558, -1.3246, 1.3244)
H (0.8033, 0.0832, 2.3300)
C (2.8825, -1.3981, -2.3361)
C (1.9168, -0.1293, -2.1775)
O (1.2656, -0.1162, -1.1025)
O (2.1731, 0.7797, -2.9835)
H (3.8735, -0.9525, -2.4076)
H (2.7218, -1.6358, -3.3966)
H (2.7662, -2.2085, -1.6287)

Atoms 1-2, force components in eV/Å:
C -1.567 2.524 2.951
C -0.086 -1.960 -0.098

## Properties
* maximum force: 4.19 eV/Å
* HOMO level: -4.3 eV
* multiplicity: 1
* LUMO level: 3.452 eV
* charge: -1
* molecular weight: 160.2 g mol⁻¹
* relative energy (zero: lowest compared OMol25 entry of this formula, charge and spin): 215.5 kJ/mol
* frontier orbital gap: 7.74 eV
* calculated total energy: -15118.1618 eV

Löwdin population analysis, charges in e, atoms 1 to 2:
1 C -0.23
2 C -0.08